(1)
Below is an isolated molecule of C6H10O, with properties calculated with ωB97M-V/def2-TZVPD.

```
17
Properties=species:S:1:pos:R:3:lowdin_charge:R:1
C -0.907 -1.781 -0.589 0.081
C -0.582 -0.622 -0.003 -0.297
C -1.610 0.363 0.469 -0.060
C 0.751 0.080 0.107 -0.456
C 0.700 1.379 -0.886 0.052
C 1.721 -0.208 1.117 -0.082
O 1.792 -0.793 -0.137 -0.017
H -1.915 -2.059 -0.773 0.052
H -0.161 -2.522 -0.874 0.069
H -1.280 0.848 1.277 0.039
H -1.942 1.129 -0.404 0.141
H -2.456 -0.221 0.677 0.057
H 1.534 1.953 -0.484 0.083
H -0.193 1.846 -0.681 0.012
H 0.756 1.046 -1.882 0.075
H 2.473 0.532 1.279 0.116
H 1.318 -0.968 1.787 0.135
```

## Properties
LUMO level = 0.971 eV
Structure (SMILES) = C=C(C)[C@@]1(C)CO1
Calculated total energy = -309.7416 Ha
ΔE to the lowest compared entry with this formula, charge and spin = 264.5 kJ/mol
Multiplicity = 1
Highest occupied orbital energy = -9.308 eV

=====

(2)
Below is a structure of composition C31H50F9NO23S, with properties calculated with ωB97M-V/def2-TZVPD.

```
115
Properties=species:S:1:pos:R:3:lowdin_charge:R:1
O -3.344 -3.778 4.307 0.122
C -2.597 -2.766 4.411 -0.099
N -1.998 -1.615 4.260 0.194
C -0.710 -1.692 3.514 -0.344
C -0.364 -2.879 2.507 -0.171
F 0.695 -2.384 1.631 0.058
F -1.449 -3.168 1.577 0.076
C 0.122 -4.273 3.094 -0.164
F 1.041 -4.858 2.128 0.076
F -1.015 -5.177 3.123 0.072
C 0.827 -4.340 4.514 -0.153
F 0.069 -3.831 5.627 0.085
F 0.972 -5.763 4.812 0.069
C 2.315 -3.740 4.639 -0.257
F 3.247 -4.837 4.460 0.073
F 2.560 -3.250 5.978 0.087
F 2.668 -2.740 3.702 0.112
C -0.880 -0.419 2.475 -0.083
O -1.241 0.654 3.442 -0.225
S 0.115 0.546 4.474 0.856
O -0.063 1.047 5.892 -0.267
O 1.443 1.034 3.924 -0.272
O 0.296 -1.164 4.427 -0.165
H 0.069 0.025 2.009 0.146
H -1.844 -0.436 1.825 0.179
C 0.887 5.918 1.395 -0.061
C -0.511 5.523 0.955 -0.209
O -0.485 4.872 -0.322 0.032
C -0.074 3.592 -0.310 -0.577
O 0.260 2.959 0.664 0.115
O -0.073 3.141 -1.581 -0.008
C 0.444 1.819 -1.720 -0.044
H 1.377 6.518 0.623 0.082
H 0.852 6.493 2.323 0.079
H 1.515 5.039 1.560 0.076
H -1.120 6.423 0.838 0.122
H -1.006 4.893 1.701 0.126
H -0.070 1.118 -1.058 0.091
H 1.519 1.819 -1.523 0.108
H 0.281 1.499 -2.750 0.080
C -1.464 10.656 4.098 -0.068
C -2.386 9.638 3.453 -0.217
O -2.032 8.304 3.839 0.019
C -2.415 7.936 5.076 -0.582
O -3.022 8.619 5.866 0.121
O -1.978 6.680 5.292 -0.005
C -2.229 6.203 6.613 -0.045
H -0.418 10.416 3.885 0.082
H -1.680 11.661 3.730 0.080
H -1.574 10.658 5.185 0.075
H -2.277 9.690 2.366 0.121
H -3.436 9.841 3.682 0.125
H -3.285 6.301 6.877 0.097
H -1.602 6.742 7.327 0.100
H -1.962 5.146 6.645 0.094
C 3.769 0.957 -8.205 -0.067
C 4.147 2.410 -7.987 -0.213
O 3.023 3.173 -7.530 0.036
C 2.702 3.014 -6.233 -0.570
O 3.271 2.301 -5.438 0.112
O 1.614 3.765 -5.977 0.008
C 1.105 3.605 -4.654 -0.049
H 2.905 0.880 -8.872 0.083
H 4.603 0.401 -8.638 0.085
H 3.487 0.474 -7.265 0.070
H 4.459 2.849 -8.938 0.125
H 4.989 2.510 -7.295 0.112
H 1.883 3.775 -3.906 0.100
H 0.673 2.609 -4.542 0.083
H 0.317 4.344 -4.504 0.102
C 1.182 -5.272 -1.607 -0.064
C -0.336 -5.296 -1.600 -0.212
O -0.873 -4.204 -2.357 0.028
C -0.830 -4.349 -3.695 -0.581
O -0.392 -5.303 -4.294 0.121
O -1.335 -3.232 -4.252 -0.004
C -1.252 -3.213 -5.676 -0.049
H 1.552 -4.300 -1.270 0.081
H 1.584 -6.051 -0.956 0.081
H 1.577 -5.430 -2.613 0.076
H -0.694 -5.174 -0.575 0.111
H -0.727 -6.250 -1.967 0.127
H -1.704 -4.107 -6.113 0.097
H -0.209 -3.118 -5.986 0.099
H -1.801 -2.340 -6.034 0.093
C 6.500 0.951 -3.929 -0.057
C 5.913 0.246 -5.138 -0.218
O 6.891 -0.585 -5.776 0.031
C 7.151 -1.753 -5.161 -0.581
O 6.636 -2.153 -4.144 0.119
O 8.109 -2.391 -5.863 -0.003
C 8.552 -3.603 -5.258 -0.050
H 7.405 1.499 -4.206 0.083
H 5.777 1.650 -3.501 0.079
H 6.786 0.237 -3.153 0.075
H 5.603 0.990 -5.874 0.089
H 5.024 -0.336 -4.874 0.129
H 7.714 -4.271 -5.044 0.096
H 9.110 -3.380 -4.345 0.099
H 9.221 -4.104 -5.960 0.093
C -5.836 -6.517 4.166 -0.064
C -6.351 -5.145 4.558 -0.215
O -7.208 -4.606 3.544 0.032
C -8.454 -5.115 3.507 -0.581
O -8.900 -5.963 4.244 0.118
O -9.112 -4.534 2.485 -0.002
C -10.419 -5.063 2.270 -0.050
H -5.359 -6.482 3.183 0.083
H -5.114 -6.883 4.899 0.082
H -6.651 -7.242 4.098 0.074
H -5.508 -4.457 4.655 0.088
H -6.863 -5.165 5.526 0.127
H -11.015 -5.035 3.185 0.096
H -10.348 -6.084 1.887 0.099
H -10.913 -4.444 1.518 0.093
```

## Properties
LUMO level = -0.686 eV
Calculated total energy = -4293.3396 Ha
Multiplicity = 1
Highest occupied orbital energy = -10.819 eV